# C4H12

A 2-piece molecular cluster, C4H12 overall in a non-equilibrium geometry (ωB97M-V/def2-TZVPD, the Open Molecules 2025 dataset).

Element x y z (Å)
1 C 0.302447 2.940454 0.818129
2 C 1.130576 1.606770 0.752083
3 H 0.381271 3.395129 1.798363
4 H 0.631642 3.664388 0.067340
5 H -0.715698 2.742266 0.477620
6 H 0.425506 0.835873 1.039879
7 H 1.529080 1.474743 -0.237082
8 H 1.872733 1.725064 1.530023
9 C -0.362141 -1.636918 -0.687990
10 C -1.037049 -2.980369 -0.954277
11 H 0.361052 -1.696832 0.127486
12 H 0.130511 -1.185469 -1.546966
13 H -1.089978 -0.911320 -0.307660
14 H -1.766853 -2.954636 -1.754588
15 H -1.529251 -3.282767 -0.026706
16 H -0.263847 -3.736377 -1.095655

Cartesian forces, eV/Å:
0.33 -0.55 -1.31
-1.33 1.80 0.85
-0.43 0.04 0.09
0.42 0.06 0.26
-0.20 0.07 0.63
0.32 -0.53 -0.12
0.31 -0.38 -0.20
0.59 -0.51 -0.19
-0.41 0.50 0.43
0.67 0.10 0.97
0.17 -0.26 -0.16
0.02 -0.14 -0.11
-0.06 0.01 -0.29
0.06 -0.08 -0.19
-0.27 -0.03 -0.15
-0.18 -0.11 -0.51

Computed properties:
Calculated total energy   -4342.21576 eV
Energy above the lowest of the compared OMol25 structures with the same formula, charge and spin   30.2 kJ/mol
LUMO   1.150 eV
Max |F|   2.4 eV/Å

Here are the Mulliken charges for atoms 1 to 2, given in e:
1. C -0.87
2. C -0.61